C6H9N in the gas phase, computed with ωB97M-V with the def2-TZVPD basis set.

```
16
Properties=species:S:1:pos:R:3:forces:R:3
N -0.468132 0.347048 0.377888 -0.16 0.06 0.01
C 0.415961 -1.139216 -0.990388 -0.14 -0.11 0.04
C 0.812369 0.782130 0.131076 0.03 -0.06 -0.05
C -2.006758 -1.569035 -0.091968 -0.09 -0.07 -0.02
C -0.725928 -0.821777 -0.297435 0.10 -0.07 -0.01
C 1.387786 -0.133644 -0.714375 0.02 0.13 0.05
C 1.350442 2.030900 0.751204 0.05 0.05 0.03
H -2.278838 -2.137763 -0.984009 0.06 0.09 0.05
H -1.173249 0.870338 0.874400 0.21 -0.10 0.03
H -2.842174 -0.897020 0.138867 0.15 -0.06 -0.07
H 0.991468 2.145657 1.780760 0.06 -0.01 -0.14
H -1.928924 -2.287236 0.734449 0.02 0.15 -0.09
H 1.073338 2.936369 0.197343 0.02 -0.15 0.06
H 2.401668 -0.086537 -1.092534 -0.17 -0.01 0.07
H 0.548876 -2.020194 -1.603587 -0.01 0.10 0.07
H 2.442094 1.979979 0.788310 -0.15 0.05 -0.03
```
Positions in Å, forces in eV/Å.

These are the Löwdin partial charges, in e, on atoms 1 to 6: 0.085, -0.065, -0.337, -0.043, -0.335, -0.064

C20H22Cl3N3O2S in the gas phase, computed with ωB97M-V with the def2-TZVPD basis set.

```
51
Properties=species:S:1:pos:R:3:forces:R:3
Cl -1.981817 -3.484172 3.858652 0.00 0.05 0.03
Cl -3.989402 -2.287795 2.158018 0.05 0.02 0.05
Cl -2.122219 -4.201579 1.066790 -0.08 -0.01 0.07
S -1.201167 1.249577 1.539549 0.08 0.56 0.44
O 0.444595 -2.937589 0.034466 0.12 -0.22 -0.44
O 2.631162 -1.593399 2.419406 0.07 0.19 0.19
N -1.522266 0.540740 -0.934171 0.03 0.19 -0.38
N -1.627328 -1.191387 0.620267 0.06 0.18 -0.65
N 0.021004 -2.096239 2.104482 -0.16 0.01 0.25
C -2.317838 -2.875106 2.227759 -0.28 -0.10 0.02
C 2.129893 3.792307 0.708496 0.23 -0.01 -0.02
C -3.479634 1.546297 -2.715057 0.01 -0.06 0.01
C -1.363959 -1.703790 1.923577 0.15 -0.02 0.08
C -1.438714 0.128872 0.346268 -0.29 -0.15 0.49
C -2.280113 -1.607247 -4.442378 0.02 -0.06 -0.05
C -1.776107 -0.204396 -2.102643 -0.10 -0.36 -0.37
C 2.561621 2.030229 2.445336 -0.04 -0.10 -0.11
C 2.285511 -2.658622 1.571024 0.10 -0.15 -0.29
C 2.691957 0.715760 2.838858 0.00 -0.29 -0.01
C -1.071427 -1.369848 -2.385975 0.02 0.13 0.01
C 2.204785 -0.001194 0.601054 0.10 -0.33 0.03
C -2.728313 0.282578 -3.007242 0.00 -0.06 0.12
C 3.508958 4.379606 0.403075 -0.22 0.07 -0.01
C 2.509039 -0.311815 1.917906 0.05 0.23 0.05
C -2.962828 -0.434012 -4.170963 0.08 -0.01 0.04
C 2.246810 2.356683 1.131084 -0.11 0.03 -0.14
C 0.820917 -2.592749 1.132726 0.22 0.22 0.47
C 2.080803 1.325289 0.221601 0.09 0.15 0.15
C -1.332180 -2.072490 -3.549006 -0.07 -0.04 -0.03
H -0.301651 -1.724292 -1.717643 0.09 0.00 0.10
H 2.927138 0.458002 3.859790 0.02 -0.03 0.13
H -3.918728 1.514386 -1.718553 -0.03 0.07 0.05
H 1.658922 4.369777 1.506063 -0.09 0.02 -0.05
H -1.552137 1.547644 -1.029165 0.08 -0.18 0.19
H 0.473486 -1.804712 2.959869 -0.05 0.04 -0.14
H 3.421860 5.421149 0.102161 0.07 0.12 -0.04
H 2.923332 -2.706442 0.679985 -0.17 0.03 0.07
H 1.835364 1.551779 -0.806551 -0.05 0.03 -0.10
H -4.275951 1.690186 -3.440154 -0.03 0.05 -0.03
H 4.147164 4.324161 1.281909 0.11 0.01 0.06
H 1.500771 3.865542 -0.180409 -0.08 0.02 0.06
H 2.440425 -3.568699 2.158997 -0.02 0.08 -0.12
H 3.986876 3.824091 -0.401013 0.08 -0.03 -0.06
H -1.575163 -0.890687 2.637194 0.01 -0.38 -0.19
H 2.691363 2.817144 3.173596 0.02 0.10 0.10
H -0.784203 -2.978950 -3.754142 0.06 -0.09 -0.02
H -2.485077 -2.152015 -5.351252 -0.02 -0.05 -0.08
H -3.698748 -0.068533 -4.872410 -0.08 0.05 -0.05
H -2.817007 2.411786 -2.766102 -0.02 0.14 0.03
H -1.595106 -1.855419 -0.144603 -0.01 0.06 0.14
H 2.055327 -0.770404 -0.140528 -0.01 -0.11 -0.07
```
Positions in Å, forces in eV/Å.

These are the Löwdin partial charges, in e, on atoms 1 to 6: 0.612, 0.614, 0.651, 0.698, 0.023, -0.057

C16H28AlBLiO9P as an isolated structure in a non-equilibrium geometry, computed with ωB97M-V with the def2-TZVPD basis set.

```
57
Properties=species:S:1:pos:R:3:forces:R:3
P 0.096329 1.490434 1.503148 -0.49 -0.69 1.05
Al -0.609463 2.777038 -1.417875 -0.51 0.01 -1.89
O -1.012291 1.115993 -2.095661 1.15 0.72 2.43
O -1.180201 -2.255100 2.695030 -0.54 -0.53 0.92
O -1.929346 6.144162 -1.362292 0.18 -1.18 0.22
O -3.181623 4.329943 -2.388997 1.13 0.31 0.88
O 1.048558 2.223369 -0.786537 0.18 -0.94 0.89
O -0.717138 4.277477 -2.467596 -1.46 -0.17 1.26
O 0.668015 0.384187 2.648901 -0.65 1.32 -0.87
O 0.668926 2.844167 1.904302 0.44 -1.02 0.02
O -1.546790 1.417512 1.610076 2.28 0.29 0.83
C 3.988012 -1.661356 -2.855117 0.42 1.73 1.36
C -2.973800 -2.771011 1.054423 -0.39 0.41 0.83
C 5.246037 0.383335 -2.094471 -1.44 -1.81 -0.17
C 2.035854 0.071877 0.233973 0.31 -0.64 -1.60
C 5.147044 -0.789260 -2.998886 -1.95 0.58 1.87
C -2.667891 -0.642147 -0.525272 0.31 0.67 0.64
C 3.038011 -0.268548 -0.913128 2.21 0.46 -1.67
C 0.791650 0.938286 -0.207217 -1.58 1.40 -0.26
C 2.954652 -1.407868 -1.824427 0.89 0.29 0.08
C -3.343420 -1.255148 0.758976 0.08 -0.20 -0.53
C 4.217119 0.621052 -1.085741 0.08 -1.59 -1.46
C -0.849203 -2.160903 4.096391 0.10 0.19 0.32
C -0.274009 0.247588 -1.217740 0.90 -1.96 -1.92
C 1.785150 -2.440565 -1.738994 0.13 0.92 -0.91
C -1.115466 -0.961530 -0.623497 -0.43 0.51 -0.43
C -2.487903 -2.864546 2.560562 -0.55 0.41 -1.02
B -1.901250 4.909226 -2.092855 0.13 -0.39 -0.18
Li 2.605299 3.021947 1.560219 -1.25 0.06 -0.47
H -3.042830 -0.655175 1.657512 -0.09 -0.40 -0.91
H -1.725468 -2.511552 4.711530 1.03 0.23 -0.41
H 0.425001 -0.242295 -1.968586 -0.24 0.41 1.15
H -1.777118 3.019157 -0.359055 0.41 0.23 0.44
H 5.944382 -0.993323 -3.755819 -0.91 0.23 0.82
H -3.755592 4.497542 -1.618444 0.11 0.02 -0.81
H -3.156265 -0.945978 -1.486729 0.32 0.09 0.96
H 1.240149 -2.396888 -0.764972 0.62 -0.32 -0.80
H -3.186982 -2.213256 3.160099 0.34 -0.94 -0.37
H 6.151515 1.026413 -2.213488 -1.08 -0.45 0.36
H -2.495034 -3.923170 2.935046 0.13 0.87 -0.20
H -0.674342 -1.271917 0.362854 -0.54 0.18 -0.70
H 1.036638 -2.139328 -2.533541 0.68 -0.46 0.85
H 0.073450 -2.758481 4.333640 -0.94 0.33 -0.27
H 0.994890 0.867929 3.428285 -0.26 -0.16 -0.34
H -1.765572 1.887039 2.445667 -0.22 -0.25 -0.60
H -3.918427 -3.368444 0.922797 1.02 0.28 0.31
H -0.624808 -1.100214 4.405636 -0.32 -0.89 -0.57
H 2.634990 0.618832 1.024058 -0.69 -0.72 -0.61
H -0.994290 -1.817082 -1.350803 -0.05 0.79 0.94
H 3.869076 -2.565242 -3.504358 0.14 0.98 0.68
H -2.805145 0.476608 -0.454958 0.19 -1.17 -0.22
H -2.420417 5.996623 -0.532530 0.22 0.34 -0.64
H -4.465283 -1.138974 0.673536 1.15 -0.20 0.06
H 2.151337 -3.461741 -2.015007 -0.35 0.83 0.56
H -2.206447 -3.207514 0.366184 -0.56 0.53 0.58
H 4.354809 1.508203 -0.424645 -0.23 -0.78 -0.51
H 1.636924 -0.907386 0.626392 0.45 1.23 0.05
```
Positions in Å, forces in eV/Å.

These are the Löwdin partial charges, in e, on atoms 1 to 6: 0.652, 0.278, -0.141, -0.232, 0.088, 0.087

| no. | E_HOMO (eV) | DFT total energy (eV) |
| --- | --- | --- |
| 1 | -7.7 | -7858.121 |
| 2 | -8.2 | -78066.401 |
| 3 | -8.3 | -52247.527 |